Record 1
Here is 6 unconnected molecules or ions with the total composition C18H46N2O6 in a non-equilibrium geometry from OMol25. Energies are from ωB97M-V/def2-TZVPD.

ORCA input file:
```
! RIJCOSX wB97M-V def2-TZVPD def2/J DEFGRID3
* xyz 0 1
O 1.979 -7.653 17.351
H 2.061 -8.605 17.193
H 2.811 -7.198 17.140
O 3.164 -5.925 13.259
H 2.997 -5.715 12.344
H 2.327 -6.015 13.732
O 5.101 -8.179 13.668
H 4.310 -7.628 13.661
H 5.378 -8.091 14.579
O 4.287 -6.463 16.150
H 3.902 -6.087 15.313
H 4.770 -5.677 16.399
C 0.226 -3.201 15.528
C 0.053 -4.231 16.627
C -1.168 -3.777 17.439
C -2.433 -3.996 16.674
C -2.483 -5.574 16.519
C -1.352 -6.117 15.663
N -0.073 -5.676 16.222
O 1.011 -6.096 15.361
C -1.337 -7.663 15.821
C -1.626 -5.838 14.151
C 1.273 -4.182 17.468
H 1.278 -3.161 15.215
H 0.137 -2.143 15.873
H -0.342 -3.378 14.633
H -1.161 -4.429 18.354
H -1.025 -2.717 17.763
H -2.471 -3.451 15.748
H -3.362 -3.720 17.240
H -3.448 -5.849 16.161
H -2.377 -6.092 17.474
H -2.390 -7.991 15.979
H -0.930 -8.168 14.926
H -0.768 -7.901 16.745
H -2.001 -4.831 13.930
H -0.795 -5.973 13.451
H -2.355 -6.577 13.842
H 2.143 -4.643 16.949
H 1.094 -4.759 18.392
H 1.485 -3.158 17.749
H 1.417 -6.820 15.951
C 6.997 -4.336 15.076
C 6.857 -3.400 16.248
C 7.886 -2.294 16.144
C 7.464 -1.121 15.185
C 6.072 -0.701 15.558
C 5.028 -1.840 15.608
N 5.546 -2.810 16.562
O 4.608 -3.887 16.717
C 3.799 -1.241 16.246
C 4.616 -2.381 14.258
C 7.274 -4.268 17.474
H 6.777 -3.964 14.072
H 6.345 -5.191 15.242
H 7.966 -4.786 15.027
H 7.956 -1.851 17.157
H 8.839 -2.762 15.879
H 7.508 -1.547 14.197
H 8.230 -0.352 15.336
H 5.739 0.070 14.849
H 6.219 -0.253 16.567
H 3.052 -1.991 16.531
H 4.039 -0.673 17.158
H 3.172 -0.644 15.571
H 5.431 -2.654 13.604
H 4.032 -3.294 14.386
H 3.975 -1.686 13.698
H 8.329 -4.597 17.382
H 6.632 -5.112 17.511
H 7.156 -3.661 18.398
H 4.570 -4.110 17.645
*
```

The relative energy (zero: lowest compared OMol25 entry of this formula, charge and spin) comes out at 31.2 kJ/mol. The value obtained for the HOMO energy is -8.47 eV. As for the SMILES: CC1(C)CCCC(C)(C)N1O.CC1(C)CCCC(C)(C)N1O.O.O.O.O. The calculation puts the energy at -1274.2926 Ha.

Record 2
Here is 3 unconnected molecules or ions with the total composition C18H46N3O6Si from OMol25. Energies are from ωB97M-V/def2-TZVPD.

ORCA input file:
```
! RIJCOSX wB97M-V def2-TZVPD def2/J DEFGRID3
* xyz 1 1
C 4.399 -0.194 -0.672
C 4.323 0.996 0.293
N 3.006 1.635 0.357
C 2.405 2.273 -0.635
N 3.056 2.425 -1.810
N 1.149 2.739 -0.458
Si -0.166 1.604 0.136
C -0.044 0.053 -0.893
C -1.787 2.450 -0.089
C 0.139 1.265 1.945
H 4.144 -1.125 -0.159
H 5.421 -0.299 -1.050
H 3.726 -0.087 -1.524
H 4.527 0.637 1.305
H 5.087 1.752 0.075
H 2.523 1.637 1.243
H 2.700 3.146 -2.423
H 4.066 2.433 -1.769
H 0.832 3.228 -1.290
H -1.042 -0.243 -1.230
H 0.572 0.186 -1.791
H 0.381 -0.782 -0.327
H -2.535 1.745 0.299
H -2.039 2.686 -1.128
H -1.843 3.357 0.521
H -0.818 1.322 2.477
H 0.800 1.998 2.426
H 0.550 0.262 2.104
C 2.706 -5.375 7.599
O 2.898 -4.572 6.454
C 2.350 -5.130 5.278
C 1.973 -4.048 4.295
O 0.804 -3.327 4.642
C 0.911 -2.341 5.651
C 1.508 -1.041 5.174
O 2.915 -1.137 5.025
C 3.439 -0.270 4.062
H 3.258 -6.319 7.530
H 3.078 -4.813 8.453
H 1.645 -5.599 7.753
H 1.461 -5.727 5.512
H 3.086 -5.789 4.797
H 1.728 -4.538 3.351
H 2.824 -3.380 4.129
H 1.450 -2.710 6.526
H -0.120 -2.130 5.944
H 1.270 -0.254 5.902
H 1.046 -0.772 4.216
H 2.966 -0.443 3.080
H 4.504 -0.477 3.977
H 3.305 0.785 4.337
C -1.450 1.394 -6.905
O -2.580 0.923 -6.212
C -2.296 0.445 -4.917
C -3.491 0.575 -4.001
O -3.754 1.896 -3.559
C -4.329 2.800 -4.494
C -5.786 2.542 -4.798
O -5.935 1.436 -5.663
C -7.202 0.824 -5.569
H -0.740 0.588 -7.125
H -1.800 1.818 -7.843
H -0.930 2.174 -6.334
H -1.449 0.997 -4.484
H -2.020 -0.619 -4.967
H -3.252 0.019 -3.090
H -4.373 0.118 -4.454
H -3.750 2.839 -5.419
H -4.270 3.774 -4.005
H -6.200 3.445 -5.268
H -6.326 2.371 -3.859
H -7.422 0.521 -4.539
H -7.180 -0.060 -6.202
H -8.001 1.487 -5.916
*
```

The value obtained for the HOMO energy is -11.05 eV. The calculation puts the energy at -1618.3766 Ha.

Record 3
Here is a molecular structure, C18H46N4O24S3V in a non-equilibrium geometry from OMol25. Energies are from ωB97M-V/def2-TZVPD.

ORCA input file:
```
! RIJCOSX wB97M-V def2-TZVPD def2/J DEFGRID3
* xyz -1 1
O 1.402 2.514 -4.327
V 1.887 2.454 -2.819
O 3.260 1.635 -2.771
C 0.108 0.305 0.294
C 0.699 1.205 -0.790
O 0.422 0.905 -1.984
O 1.297 2.258 -0.507
H -0.726 -0.287 -0.082
H -0.283 0.909 1.112
H 0.918 -0.361 0.599
C 2.829 6.468 -1.828
C 2.474 5.104 -2.368
O 1.317 4.654 -2.220
O 3.315 4.368 -2.946
H 2.650 7.217 -2.599
H 3.891 6.482 -1.575
H 2.302 6.753 -0.920
C -1.495 -0.892 -4.552
O -1.523 -0.839 -3.140
H -2.470 -1.175 -4.943
H -1.112 0.026 -5.004
H -0.789 -1.656 -4.891
H -0.792 -0.289 -2.809
O 1.860 -1.047 -4.621
S 2.400 -2.244 -4.042
O 1.717 -3.500 -4.089
O 3.902 -2.459 -4.682
C 4.569 -1.240 -4.957
C 6.052 -1.479 -5.295
C 2.837 -1.872 -2.347
H 4.465 -0.485 -4.172
H 4.143 -0.720 -5.821
H 6.503 -2.104 -4.525
H 6.563 -0.521 -5.336
H 6.066 -1.964 -6.270
H 3.164 -0.832 -2.326
H 3.572 -2.618 -2.063
H 1.971 -1.933 -1.692
O -2.511 -3.190 3.162
S -3.928 -3.397 3.092
O -4.791 -2.712 4.030
O -4.411 -2.953 1.597
C -3.425 -2.850 0.528
C -4.179 -2.305 -0.662
C -4.350 -5.156 3.025
H -2.996 -3.834 0.332
H -2.644 -2.182 0.892
H -4.652 -1.350 -0.445
H -4.925 -3.038 -0.971
H -3.493 -2.183 -1.503
H -5.363 -5.264 2.654
H -4.294 -5.478 4.063
H -3.573 -5.578 2.396
O -1.951 1.883 3.299
S -2.304 3.038 2.504
O -1.677 3.280 1.239
O -3.925 2.992 2.262
C -4.695 1.958 2.863
C -4.537 0.641 2.124
C -2.273 4.527 3.551
H -5.735 2.299 2.783
H -4.576 1.912 3.951
H -4.478 0.774 1.041
H -5.376 -0.007 2.376
H -3.571 0.178 2.336
H -1.299 4.993 3.473
H -2.587 4.172 4.529
H -3.074 5.132 3.133
C 4.343 -3.114 2.788
N 3.581 -2.726 1.598
O 2.485 -2.239 1.689
O 4.144 -2.872 0.536
H 4.913 -3.999 2.524
H 3.663 -3.293 3.615
H 5.029 -2.295 2.986
C -0.002 -1.225 3.382
N 0.490 -1.858 4.606
O 0.169 -1.342 5.654
O 1.211 -2.826 4.543
H 0.050 -1.880 2.523
H 0.623 -0.356 3.175
H -0.965 -0.758 3.570
C 3.057 1.659 2.793
N 3.611 0.349 3.235
O 2.960 -0.335 4.006
O 4.709 0.013 2.834
H 2.753 1.546 1.752
H 3.871 2.357 2.959
H 2.183 1.900 3.388
C -3.060 1.746 -1.502
N -2.870 2.435 -2.803
O -3.420 1.970 -3.779
O -2.032 3.308 -2.830
H -3.954 1.133 -1.542
H -3.158 2.494 -0.718
H -2.157 1.170 -1.326
*
```

The value obtained for the HOMO energy is -6.43 eV. The calculation puts the energy at -4876.5619 Ha.

Record 4
Here is 4 unconnected molecules or ions with the total composition C18H46NO11P2S3 in a non-equilibrium geometry from OMol25. Energies are from ωB97M-V/def2-TZVPD.

ORCA input file:
```
! RIJCOSX wB97M-V def2-TZVPD def2/J DEFGRID3
* xyz 1 1
C -3.242 3.202 2.159
C -3.479 1.913 1.585
C -2.248 0.994 1.392
P -2.555 -0.601 0.481
C -4.359 -1.055 0.214
N -4.712 -2.192 1.098
O -1.919 -1.814 1.421
C -0.489 -2.014 1.172
C -0.333 -3.294 0.318
C 1.151 -3.678 -0.015
C 2.179 -2.532 0.194
P -1.585 -0.397 -1.476
C -2.194 -1.711 -2.641
O -2.274 1.023 -2.089
H -3.192 4.082 1.504
H -3.148 3.238 3.255
H -4.524 1.681 1.344
H -1.793 0.748 2.377
H -1.507 1.567 0.808
H -4.499 -1.316 -0.848
H -5.074 -0.252 0.444
H -4.210 -3.022 0.812
H -4.458 -1.914 2.038
H -0.044 -2.193 2.169
H 0.015 -1.126 0.757
H -0.855 -4.119 0.832
H -0.855 -3.116 -0.641
H 1.390 -4.590 0.556
H 1.173 -3.942 -1.089
H 1.900 -1.621 -0.362
H 2.356 -2.319 1.264
H 3.131 -2.882 -0.236
H -3.142 -1.407 -3.125
H -2.355 -2.697 -2.180
H -1.445 -1.765 -3.451
H -1.634 1.733 -2.007
O 4.190 -1.537 -2.143
S 4.682 -0.205 -2.366
O 3.794 0.866 -2.728
O 5.885 -0.267 -3.428
C 5.656 -0.935 -4.677
C 4.891 -0.062 -5.655
C 5.644 0.294 -0.973
H 5.145 -1.887 -4.514
H 6.639 -1.164 -5.087
H 3.868 0.103 -5.317
H 4.853 -0.533 -6.638
H 5.364 0.916 -5.748
H 6.362 -0.489 -0.744
H 4.966 0.437 -0.133
H 6.149 1.228 -1.209
O 4.815 -1.220 4.717
S 5.495 -0.241 3.916
O 5.822 -0.498 2.541
O 6.819 0.237 4.687
C 7.739 -0.767 5.141
C 8.624 -1.274 4.018
C 4.622 1.293 4.018
H 7.204 -1.588 5.623
H 8.357 -0.293 5.904
H 8.046 -1.839 3.286
H 9.404 -1.926 4.411
H 9.091 -0.441 3.490
H 4.437 1.522 5.064
H 3.681 1.173 3.486
H 5.222 2.070 3.549
O -9.690 2.026 -0.795
S -9.050 2.987 -1.649
O -8.783 2.698 -3.029
O -7.676 3.460 -0.949
C -6.763 2.447 -0.532
C -5.946 1.910 -1.691
C -9.903 4.530 -1.536
H -7.292 1.640 -0.015
H -6.092 2.912 0.191
H -6.570 1.351 -2.388
H -5.162 1.245 -1.324
H -5.485 2.723 -2.252
H -10.036 4.781 -0.487
H -10.869 4.408 -2.020
H -9.320 5.292 -2.049
*
```

The value obtained for the HOMO energy is -10.94 eV. The calculation puts the energy at -3472.6801 Ha.

Record 5
Here is 13 unconnected molecules or ions with the total composition C18H46O25S2 in a non-equilibrium geometry from OMol25. Energies are from ωB97M-V/def2-TZVPD.

ORCA input file:
```
! RIJCOSX wB97M-V def2-TZVPD def2/J DEFGRID3
* xyz 0 1
O -5.811 -0.580 2.665
S -4.966 0.391 3.375
O -5.546 1.292 4.388
O -3.607 -0.377 3.978
C -2.751 0.370 4.817
C -1.374 0.301 4.145
C -4.020 1.252 2.123
H -2.736 -0.202 5.745
H -3.168 1.325 5.138
H -1.217 0.859 3.222
H -1.025 -0.710 3.934
H -0.586 0.727 4.766
H -3.468 0.442 1.646
H -3.273 1.902 2.578
H -4.768 1.778 1.530
O 0.673 5.012 0.060
S 1.684 5.336 1.077
O 3.038 5.686 0.671
O 1.033 6.610 1.926
C -0.342 6.636 2.147
C -0.633 7.699 3.269
C 1.691 4.054 2.456
H -0.756 5.661 2.402
H -0.971 6.877 1.290
H -1.628 7.670 3.714
H -0.540 8.680 2.803
H 0.098 7.634 4.075
H 0.644 4.027 2.757
H 2.343 4.531 3.187
H 1.894 3.077 2.018
O -4.084 -3.134 -0.676
H -3.739 -2.296 -0.984
H -4.893 -2.907 -0.218
O -1.950 2.489 -0.070
H -2.324 3.221 0.421
H -1.087 2.354 0.321
O 1.208 -2.837 3.170
H 1.187 -2.801 4.126
H 1.407 -3.751 2.968
O -0.327 -4.814 -0.364
H 0.610 -5.003 -0.324
H -0.664 -5.089 0.489
O -3.653 -0.494 -1.702
H -4.542 -0.148 -1.779
H -3.152 0.219 -1.306
O 2.494 2.494 -0.308
H 1.781 2.234 -0.892
H 2.399 1.923 0.455
O 2.173 -5.112 0.150
H 2.974 -5.572 -0.104
H 2.086 -5.282 1.088
C 4.166 -1.269 -1.300
C 5.560 -0.737 -1.044
O 5.694 0.352 -1.918
C 4.478 0.624 -2.375
O 4.232 1.599 -3.093
O 3.612 -0.265 -1.999
H 3.753 -1.497 -0.317
H 4.422 -2.123 -1.927
H 6.293 -1.535 -1.161
H 5.463 -0.424 -0.004
C -2.021 0.419 -4.481
C -1.634 -1.017 -4.241
O -0.554 -0.772 -3.292
C -0.123 0.503 -3.337
O 0.812 0.941 -2.654
O -0.913 1.195 -4.061
H -2.831 0.737 -3.825
H -2.213 0.780 -5.491
H -1.361 -1.428 -5.213
H -2.399 -1.579 -3.706
C 0.752 -1.583 -0.417
C -0.651 -1.838 0.199
O -1.005 -0.522 0.629
C 0.096 0.176 0.821
O 0.151 1.283 1.387
O 1.186 -0.524 0.322
H 0.825 -1.389 -1.487
H 1.464 -2.385 -0.218
H -0.732 -2.561 1.011
H -1.333 -2.184 -0.577
C 0.966 -4.008 -3.595
C 1.151 -5.412 -4.101
O 2.550 -5.561 -4.249
C 3.192 -4.571 -3.775
O 4.425 -4.415 -3.932
O 2.330 -3.694 -3.271
H 0.317 -3.924 -2.723
H 0.631 -3.309 -4.361
H 0.741 -5.553 -5.101
H 0.690 -6.183 -3.485
*
```

The value obtained for the HOMO energy is -9.89 eV. The calculation puts the energy at -3390.7439 Ha.

Record 6
Here is a molecular structure, C18H48BrF6PdSb2Si4Te from OMol25. Energies are from ωB97M-V/def2-TZVPD.

ORCA input file:
```
! RIJCOSX wB97M-V def2-TZVPD def2/J DEFGRID3
* xyz 2 2
Pd 1.113 -2.334 -0.060
Br 2.738 -1.592 -1.656
F 1.022 -1.724 2.126
Sb 1.429 -1.766 4.054
F 0.781 0.023 4.034
F 3.124 -1.099 3.571
F -0.352 -2.385 4.227
F 2.005 -3.530 3.753
F 1.770 -1.756 5.877
C -4.343 -2.525 -0.963
C -3.197 -1.531 -0.793
C -3.080 -0.584 -1.980
Sb -1.434 -2.735 -0.472
C -1.348 -4.340 -1.918
C -2.237 -5.473 -1.413
C 0.093 -4.773 -2.168
C -1.400 -3.463 1.572
C -2.789 -3.903 2.016
C -0.348 -4.557 1.741
H -5.270 -1.950 -1.022
H -4.446 -3.224 -0.134
H -4.252 -3.086 -1.895
H -3.294 -0.972 0.140
H -2.979 -1.133 -2.919
H -2.241 0.105 -1.895
H -3.995 0.008 -2.048
H -1.765 -3.899 -2.826
H -1.814 -5.958 -0.534
H -2.291 -6.223 -2.206
H -3.258 -5.166 -1.187
H 0.575 -5.125 -1.251
H 0.699 -3.980 -2.606
H 0.092 -5.613 -2.865
H -1.095 -2.580 2.131
H -3.168 -4.749 1.441
H -3.519 -3.093 1.990
H -2.706 -4.225 3.058
H -0.652 -5.498 1.283
H -0.210 -4.724 2.811
H 0.646 -4.295 1.358
C -2.366 2.736 0.016
Si -1.021 3.359 -1.125
C -1.251 2.813 -2.900
C -0.709 5.186 -0.953
Si 1.085 2.387 -0.409
Te 0.475 0.018 -0.568
Si 3.146 2.691 -1.723
C 4.496 1.692 -0.937
C 2.572 2.048 -3.380
C 3.411 4.532 -1.710
Si 1.734 2.985 2.109
C 0.073 2.584 2.827
C 2.080 4.796 1.941
C 3.170 1.892 2.451
H -3.343 2.839 -0.462
H -2.392 3.312 0.942
H -2.233 1.685 0.287
H -2.317 2.740 -3.128
H -0.796 1.845 -3.116
H -0.822 3.546 -3.585
H -1.639 5.705 -1.205
H 0.060 5.544 -1.638
H -0.443 5.479 0.062
H 4.169 0.690 -0.666
H 4.896 2.180 -0.049
H 5.319 1.588 -1.651
H 2.113 1.062 -3.310
H 3.448 1.953 -4.030
H 1.876 2.734 -3.866
H 3.712 4.906 -0.733
H 2.537 5.088 -2.051
H 4.227 4.756 -2.403
H -0.647 3.375 2.615
H 0.197 2.514 3.914
H -0.313 1.617 2.507
H 1.225 5.363 1.574
H 2.954 5.016 1.332
H 2.298 5.166 2.951
H 3.002 0.850 2.185
H 3.332 1.895 3.536
H 4.077 2.262 1.976
*
```

The relative energy (zero: lowest compared OMol25 entry of this formula, charge and spin) comes out at 501.1 kJ/mol. As for the expectation value of S²: 0.818. The value obtained for the HOMO energy (alpha / beta) is -13.91 / -14.51 eV. The calculation puts the energy at -5921.7727 Ha.